(1)
C36H45N7PS5W | ωB97M-V/def2-TZVPD

Properties
**Multiplicity**: 3
**Total charge**: +1
**Relative energy (zero: lowest compared OMol25 entry of this formula, charge and spin)**: 307.47 kJ/mol
**HOMO energy (spin up / spin down)**: -8.51 / -8.55 eV
**Kohn-Sham gap (spin up / spin down)**: 6.19 / 4.83 eV
**Calculated total energy**: -113776.990 eV
**E_LUMO (spin up / spin down)**: -0.08540 / -0.13691 hartree

Cartesian coordinates (Å):
1 W -0.170331 -0.250713 -0.684189
2 S 1.576801 1.392506 -1.122314
3 C 1.454984 2.622166 0.126020
4 C 2.345026 3.699014 0.093205
5 C 2.334761 4.656081 1.091604
6 C 1.428603 4.547082 2.142884
7 C 0.540508 3.487025 2.176811
8 C 0.537673 2.516087 1.169849
9 S -0.596731 1.171247 1.275783
10 C -2.249272 -1.326908 1.710164
11 C -1.238161 -2.201783 1.565966
12 C -1.060074 -3.275313 2.540062
13 C -0.211752 -4.287245 2.316995
14 C 0.585632 -4.274091 1.126015
15 C 0.514009 -3.200812 0.295870
16 C 1.429581 -3.224925 -0.905181
17 S 1.955570 -1.564569 -1.385732
18 C 1.761345 -1.554321 -3.146653
19 C 2.857106 -1.302048 -3.959968
20 C 2.684057 -1.262306 -5.333090
21 C 1.417453 -1.487602 -5.864934
22 C 0.328385 -1.732761 -5.046469
23 C 0.472003 -1.757325 -3.657081
24 S -0.854637 -2.035701 -2.557381
25 N -0.301333 -2.109176 0.519470
26 H 3.049300 3.774486 -0.724872
27 H 3.029439 5.482752 1.050596
28 H 1.413466 5.289791 2.928502
29 H -0.167509 3.398409 2.992428
30 H -2.451378 -0.556231 0.985532
31 H -2.886312 -1.390532 2.581720
32 H -1.697629 -3.254823 3.414426
33 H -0.133272 -5.106519 3.020262
34 H 1.255756 -5.088031 0.889342
35 H 0.915519 -3.664533 -1.759239
36 H 2.318564 -3.809365 -0.672458
37 H 3.830919 -1.132428 -3.520360
38 H 3.522920 -1.059015 -5.982446
39 H 1.276535 -1.460513 -6.937392
40 H -0.654689 -1.883712 -5.471530
41 C 3.063181 -1.734264 4.600779
42 N 3.949365 -1.993858 3.371469
43 C 4.984071 -0.862599 3.281124
44 N 4.351745 0.403500 3.239731
45 C 3.507805 0.581981 4.419419
46 N 2.478063 -0.446990 4.538465
47 C 1.466423 -0.329987 3.476424
48 P 2.164664 -0.514780 1.770667
49 C 3.115282 -2.068925 2.119569
50 C 3.605176 0.631361 1.990191
51 H 3.723258 -1.829856 5.464733
52 H 2.308739 -2.521393 4.605151
53 H 4.437828 -2.880667 3.502935
54 H 5.572978 -1.054958 2.383977
55 H 5.605882 -0.960652 4.173017
56 H 3.024357 1.555687 4.360609
57 H 4.140902 0.551189 5.308781
58 H 0.997197 0.654124 3.542832
59 H 0.674027 -1.069105 3.621004
60 H 3.796802 -2.274056 1.289586
61 H 2.424911 -2.912747 2.216723
62 H 3.246605 1.663102 1.976308
63 H 4.276968 0.520695 1.135373
64 C -0.394051 1.917983 -3.989804
65 C -1.784299 1.364874 -3.914157
66 C -2.633904 1.450466 -5.009354
67 C -3.923381 0.940049 -4.975168
68 C -4.384535 0.339425 -3.816656
69 C -3.540876 0.232637 -2.716251
70 C -5.488021 -1.448702 -1.657856
71 C -2.241968 0.720355 -2.758507
72 N -1.401978 0.588166 -1.666139
73 H -0.318337 2.652793 -4.790162
74 H 0.330921 1.122807 -4.190531
75 H -0.086796 2.379881 -3.052699
76 H -2.274342 1.935015 -5.908431
77 H -4.565777 1.021174 -5.839855
78 H -5.393952 -0.042458 -3.776262
79 H -6.356465 -0.817368 -1.832790
80 H -5.686100 -2.116618 -0.822546
81 H -5.262089 -2.036184 -2.545952
82 C -4.172171 1.725651 2.688216
83 N -4.373784 1.104952 1.385686
84 C -4.001159 1.639478 0.245192
85 S -4.014904 -0.527113 -1.211201
86 N -3.393037 2.788444 0.178690
87 C -2.953654 3.425659 -1.060594
88 H -4.649407 1.105262 3.441699
89 H -4.628197 2.717406 2.719270
90 H -3.105425 1.795582 2.911894
91 H -4.787566 0.188255 1.347247
92 H -3.038523 3.192656 1.041262
93 H -3.579656 3.078343 -1.877671
94 H -1.914014 3.167842 -1.260019
95 H -3.061619 4.503137 -0.957632

Atoms 1-3, force components in eV/Å:
W -0.5 0.7 -1.3
S 0.0 -0.2 0.2
C 0.1 0.0 0.0

***

(2)
C36H45N9 | ωB97M-V/def2-TZVPD

Properties
**Multiplicity**: 1
**Relative energy (zero: lowest compared OMol25 entry of this formula, charge and spin)**: 1776.18 kJ/mol
**SMILES**: c1cc[nH]c1.c1cc[nH]c1.c1cc[nH]c1.c1cc[nH]c1.c1cc[nH]c1.c1cc[nH]c1.c1cc[nH]c1.c1cc[nH]c1.c1cc[nH]c1
**HOMO energy**: -6.81 eV
**Kohn-Sham gap**: 7.19 eV
**Calculated total energy**: -51452.924 eV
**E_LUMO**: 0.01371 hartree

Cartesian coordinates (Å):
1 C -4.729133 0.447800 -1.878878
2 C -4.857133 1.114800 -0.504878
3 C -4.211133 2.505800 -0.501878
4 N -3.885133 2.702800 -1.855878
5 C -4.064133 1.650800 -2.650878
6 H -4.993133 -0.558200 -1.962878
7 H -5.401133 1.007800 0.447122
8 H -4.052133 3.130800 0.403122
9 H -3.426133 3.604800 -2.101878
10 H -3.843133 1.642800 -3.698878
11 C 0.063867 -0.754200 -0.976878
12 C 0.246867 0.092800 0.231122
13 C -1.049133 0.979800 0.224122
14 N -1.778133 0.530800 -0.861878
15 C -1.320133 -0.478200 -1.558878
16 H 0.786867 -1.433200 -1.178878
17 H 1.060867 0.083800 1.074122
18 H -1.393133 1.799800 0.922122
19 H -2.556133 1.049800 -1.205878
20 H -1.870133 -1.021200 -2.460878
21 C 2.344867 -4.009200 0.730122
22 C 1.722867 -5.126200 0.053122
23 C 0.189867 -4.882200 0.143122
24 N -0.031133 -3.884200 1.004122
25 C 1.228867 -3.227200 1.296122
26 H 3.347867 -3.666200 0.811122
27 H 2.108867 -5.964200 -0.517878
28 H -0.699133 -5.303200 -0.457878
29 H -0.933133 -3.566200 1.403122
30 H 1.384867 -2.282200 1.774122
31 C 1.559867 -0.084200 4.274122
32 C 0.537867 0.370800 5.167122
33 C 0.257867 1.890800 4.872122
34 N 1.124867 2.099800 3.780122
35 C 1.957867 1.051800 3.392122
36 H 2.019867 -1.000200 4.261122
37 H 0.174867 -0.105200 6.073122
38 H -0.486133 2.475800 5.193122
39 H 1.199867 2.987800 3.394122
40 H 2.741867 0.985800 2.712122
41 C -1.588133 -2.551200 -4.064878
42 C -0.765133 -3.586200 -3.286878
43 C -1.114133 -5.020200 -3.958878
44 N -2.025133 -4.716200 -5.091878
45 C -2.404133 -3.382200 -5.127878
46 H -1.632133 -1.500200 -4.001878
47 H -0.200133 -3.284200 -2.331878
48 H -0.555133 -5.970200 -3.805878
49 H -2.108133 -5.522200 -5.702878
50 H -3.062133 -3.059200 -5.889878
51 C 0.859867 3.852800 0.852122
52 C 2.164867 4.553800 1.398122
53 C 1.731867 5.194800 2.557122
54 N 0.326867 4.979800 2.786122
55 C -0.166133 4.203800 1.839122
56 H 0.976867 2.887800 0.206122
57 H 3.189867 4.140800 1.053122
58 H 2.136867 5.798800 3.387122
59 H -0.100133 5.277800 3.656122
60 H -1.134133 3.770800 1.963122
61 C 2.674867 3.013800 -2.571878
62 C 1.678867 4.059800 -2.552878
63 C 0.504867 3.358800 -1.812878
64 N 0.882867 2.063800 -1.537878
65 C 2.147867 1.791800 -1.917878
66 H 3.736867 3.141800 -3.099878
67 H 1.632867 5.054800 -2.878878
68 H -0.523133 3.851800 -1.387878
69 H 0.346867 1.402800 -0.976878
70 H 2.513867 0.887800 -1.781878
71 C 3.773867 1.303800 0.085122
72 C 4.028867 -0.149200 -0.034878
73 C 5.600867 -0.199200 -0.112878
74 N 6.145867 1.065800 0.065122
75 C 5.147867 2.005800 0.164122
76 H 2.819867 1.700800 0.251122
77 H 3.434867 -1.119200 -0.166878
78 H 6.282867 -0.935200 -0.041878
79 H 7.174867 0.980800 0.120122
80 H 5.078867 2.996800 0.324122
81 C -3.324133 -3.502200 2.534122
82 C -3.558133 -4.077200 1.243122
83 C -3.046133 -3.107200 0.158122
84 N -2.456133 -2.025200 0.899122
85 C -2.620133 -2.122200 2.273122
86 H -3.716133 -3.693200 3.509122
87 H -4.212133 -4.890200 1.158122
88 H -3.005133 -3.010200 -0.893878
89 H -2.125133 -1.271200 0.333122
90 H -2.037133 -1.510200 2.955122

Atoms 1-3, force components in eV/Å:
C 1.9 8.4 3.2
C 1.9 3.5 -1.6
C -2.4 -5.0 -1.7